# 1
{
  "formula": "C18H22BBr51N2O4",
  "method": "ωB97M-V with the def2-TZVPD basis set",
  "elements": ["N", "B", "O", "O", "C", "O", "N", "O", "H", "H", "H", "H", "H", "C", "Br", "Br", "Br", "H", "C", "Br", "Br", "Br", "H", "C", "Br", "Br", "Br", "H", "C", "Br", "Br", "Br", "H", "C", "Br", "Br", "Br", "H", "C", "Br", "Br", "Br", "H", "C", "Br", "Br", "Br", "H", "C", "Br", "Br", "Br", "H", "C", "Br", "Br", "Br", "H", "C", "Br", "Br", "Br", "H", "C", "Br", "Br", "Br", "H", "C", "Br", "Br", "Br", "H", "C", "Br", "Br", "Br", "H", "C", "Br", "Br", "Br", "H", "C", "Br", "Br", "Br", "H", "C", "Br", "Br", "Br", "H", "C", "Br", "Br", "Br", "H"],
  "coordinates": [[4.200, 0.142, 1.900], [4.134, 0.264, 0.474], [4.977, 1.149, -0.183], [3.175, -0.451, -0.307], [3.516, -1.778, -0.524], [2.790, -2.686, -0.173], [4.713, -2.114, -1.202], [5.807, -2.316, -0.317], [3.763, -0.733, 2.181], [5.176, 0.096, 2.174], [5.477, 0.625, -0.821], [4.959, -1.452, -1.931], [5.464, -2.566, 0.550], [-0.787, -0.165, 0.172], [0.842, -1.193, -0.211], [-0.307, 1.633, 0.661], [-2.125, -0.109, -1.246], [-1.256, -0.624, 1.034], [0.932, 4.754, 2.702], [1.588, 6.275, 3.684], [-0.055, 5.294, 1.138], [2.333, 3.520, 2.241], [0.240, 4.229, 3.346], [-3.867, 0.553, 3.281], [-2.100, 1.266, 3.555], [-4.979, 1.769, 2.286], [-3.803, -1.195, 2.466], [-4.318, 0.432, 4.255], [-0.355, 10.031, 3.096], [-1.103, 11.803, 3.011], [0.105, 9.536, 4.902], [-1.511, 8.728, 2.275], [0.562, 10.043, 2.524], [-0.403, 0.091, 7.556], [-0.065, 1.845, 6.826], [-2.104, -0.616, 6.997], [1.027, -1.136, 7.167], [-0.445, 0.201, 8.632], [2.871, -2.624, -5.694], [2.070, -2.309, -3.975], [1.944, -1.665, -7.074], [4.762, -2.229, -5.685], [2.766, -3.681, -5.910], [-2.419, -1.924, -8.186], [-1.512, -3.258, -7.129], [-1.281, -0.421, -8.591], [-3.181, -2.684, -9.785], [-3.237, -1.545, -7.586], [4.164, 0.130, 9.732], [5.728, 0.087, 10.855], [2.602, -0.506, 10.663], [3.873, 1.875, 8.971], [4.341, -0.549, 8.911], [-2.623, -4.345, -0.957], [-1.819, -5.721, 0.135], [-1.391, -2.883, -1.252], [-3.349, -5.072, -2.594], [-3.464, -3.953, -0.401], [-2.084, -3.688, 10.240], [-0.516, -4.725, 9.822], [-1.629, -1.881, 10.735], [-3.382, -3.747, 8.815], [-2.546, -4.143, 11.105], [0.961, 8.291, -1.253], [0.087, 9.546, -2.423], [2.072, 7.052, -2.223], [1.960, 9.187, 0.132], [0.187, 7.713, -0.765], [-0.798, 4.712, -3.864], [-1.725, 3.389, -4.916], [-1.869, 6.291, -3.588], [-0.171, 3.987, -2.197], [0.073, 5.014, -4.430], [-2.177, -6.174, -10.880], [-0.471, -6.753, -10.198], [-2.016, -5.375, -12.627], [-3.474, -7.599, -10.863], [-2.539, -5.405, -10.212], [-1.180, -0.655, 14.931], [-2.878, -0.800, 14.035], [-0.738, -2.267, 15.888], [0.224, -0.139, 13.716], [-1.272, 0.135, 15.663], [1.379, 2.394, -10.185], [0.599, 2.683, -8.447], [0.434, 3.359, -11.557], [3.263, 2.797, -10.195], [1.278, 1.341, -10.409], [-5.836, -2.956, -5.811], [-6.898, -1.750, -6.874], [-4.843, -4.178, -6.920], [-4.673, -2.001, -4.606], [-6.518, -3.541, -5.210], [0.124, -6.313, -4.519], [-1.613, -6.537, -5.307], [0.736, -7.916, -3.649], [1.399, -5.669, -5.816], [0.032, -5.551, -3.755]],
  "forces_ev_per_angstrom": [[0.2, -1.3, -1.1], [0.2, 1.2, -0.2], [0.0, -0.8, 0.4], [3.0, -1.4, -0.2], [-0.9, -0.6, 0.5], [1.3, 0.9, -0.1], [-0.7, 0.0, -0.5], [0.7, 0.5, 0.0], [-0.3, 0.4, 0.5], [-0.1, 0.5, 0.4], [0.0, 0.5, -0.4], [0.5, 0.2, 0.4], [-0.3, -0.2, -0.2], [0.2, 0.0, -0.3], [-3.4, 1.1, 0.7], [0.2, 0.0, -0.3], [0.0, 1.9, 0.2], [0.0, 0.0, -0.1], [0.0, 0.0, 0.0], [0.0, -0.1, -0.1], [0.0, -0.1, 0.0], [0.1, 0.1, 0.1], [0.0, 0.0, 0.0], [0.0, 0.1, 0.1], [-0.2, -0.1, 0.2], [0.1, -0.1, 0.0], [0.0, 0.1, 0.0], [0.0, 0.0, 0.0], [0.0, 0.0, 0.0], [0.0, -0.1, 0.0], [-0.1, 0.1, -0.1], [0.1, 0.1, 0.0], [0.0, 0.0, 0.0], [0.0, 0.1, 0.0], [0.0, -0.1, 0.0], [0.1, 0.1, 0.0], [-0.1, 0.0, -0.1], [0.0, 0.0, 0.0], [0.2, 0.1, -0.1], [0.0, 0.0, 0.1], [0.1, 0.0, 0.0], [-0.1, 0.0, 0.0], [0.1, 0.3, 0.1], [0.1, -0.1, 0.1], [0.2, 0.1, -0.2], [-0.1, 0.0, 0.1], [0.1, 0.1, -0.1], [0.0, 0.0, 0.0], [0.0, 0.0, 0.0], [-0.1, 0.0, 0.0], [0.0, 0.0, 0.1], [0.0, -0.1, 0.0], [0.0, 0.0, 0.0], [0.0, 0.0, -0.1], [-0.1, 0.0, -0.1], [-0.5, -2.9, -0.2], [0.2, 0.1, 0.2], [0.1, 0.0, 0.0], [0.0, 0.0, -0.1], [-0.1, 0.1, 0.0], [0.0, -0.1, -0.1], [0.1, 0.0, 0.1], [0.0, 0.0, 0.0], [-0.1, 0.0, 0.0], [0.1, 0.0, 0.1], [0.0, 0.1, 0.0], [0.0, 0.0, -0.1], [0.0, 0.0, 0.0], [0.1, 0.0, 0.0], [0.0, 0.0, 0.0], [0.0, -0.1, 0.0], [-0.2, -0.1, -0.1], [0.0, 0.0, 0.0], [0.0, 0.0, 0.0], [-0.1, 0.0, 0.0], [0.0, -0.1, 0.1], [0.1, 0.1, 0.0], [0.0, 0.0, 0.0], [0.0, 0.0, 0.0], [0.0, 0.0, 0.1], [0.0, 0.1, -0.1], [0.0, 0.0, 0.0], [0.0, 0.0, 0.0], [0.0, 0.0, 0.0], [0.0, 0.0, 0.0], [0.0, 0.0, 0.1], [-0.1, 0.0, 0.0], [0.0, 0.0, 0.0], [0.0, 0.0, 0.0], [0.1, 0.0, 0.0], [-0.4, -0.1, 0.2], [0.0, 0.0, -0.1], [0.0, 0.0, 0.0], [-0.1, 0.1, 0.2], [0.1, -0.1, -0.2], [0.0, 0.1, -0.1], [-0.2, -0.4, -0.1], [0.0, 0.0, 0.0]],
  "e_lumo_ev": -0.4,
  "total_charge": 0,
  "gap_ev": 8.655,
  "homo_ev": -9.006
}

=====

# 2
{
  "formula": "C32H49N2O3",
  "method": "ωB97M-V with the def2-TZVPD basis set",
  "elements": ["C", "C", "C", "C", "C", "C", "C", "C", "C", "C", "C", "C", "O", "C", "C", "O", "C", "C", "C", "C", "C", "C", "N", "C", "C", "C", "C", "C", "C", "N", "O", "C", "C", "C", "C", "C", "C", "H", "H", "H", "H", "H", "H", "H", "H", "H", "H", "H", "H", "H", "H", "H", "H", "H", "H", "H", "H", "H", "H", "H", "H", "H", "H", "H", "H", "H", "H", "H", "H", "H", "H", "H", "H", "H", "H", "H", "H", "H", "H", "H", "H", "H", "H", "H", "H", "H"],
  "coordinates": [[8.343, -2.728, 1.064], [7.305, -1.556, 1.542], [5.848, -2.142, 1.945], [7.939, -1.038, 2.963], [7.282, -0.277, 0.594], [6.662, -0.427, -0.863], [7.810, 0.062, -1.918], [6.216, -1.885, -1.337], [5.395, 0.554, -1.130], [5.107, 1.196, -2.535], [3.850, 2.113, -2.799], [2.787, 2.439, -1.630], [1.683, 3.242, -2.002], [0.743, 3.436, -0.917], [-0.171, 2.158, -0.587], [-1.371, 2.069, -1.398], [-2.173, 0.986, -0.805], [-3.470, 1.564, -0.063], [-4.783, 0.598, -0.183], [-5.536, 1.044, -1.515], [-4.862, 1.035, -2.944], [-5.744, 1.535, -4.102], [-7.090, 1.976, -4.127], [-7.744, 2.008, -2.868], [-7.002, 1.581, -1.589], [-4.388, -0.981, -0.209], [-5.467, -1.917, 0.553], [-6.886, -1.927, -0.218], [-4.899, -3.444, 0.425], [-5.563, -1.643, 2.025], [-6.826, -1.927, 2.343], [-5.217, -0.220, 2.367], [-6.199, 0.181, 3.609], [-3.722, -0.018, 2.918], [-5.618, 0.832, 1.181], [3.080, 1.853, -0.235], [4.331, 0.943, 0.024], [7.742, -3.698, 1.064], [8.709, -2.548, -0.015], [9.223, -2.850, 1.780], [5.006, -1.487, 1.530], [5.680, -3.191, 1.494], [5.785, -2.240, 3.093], [8.301, -1.970, 3.540], [8.855, -0.387, 2.705], [7.169, -0.426, 3.547], [8.377, 0.086, 0.485], [6.756, 0.572, 1.182], [8.210, 1.102, -1.670], [8.696, -0.665, -1.734], [7.508, -0.089, -3.005], [5.288, -2.223, -0.737], [5.838, -1.786, -2.427], [7.036, -2.676, -1.355], [5.788, 1.031, -3.431], [3.713, 2.546, -3.857], [0.020, 4.270, -1.262], [1.301, 3.860, -0.013], [0.484, 1.221, -0.635], [-0.506, 2.284, 0.517], [-1.543, 0.447, 0.002], [-2.379, 0.211, -1.615], [-3.767, 2.544, -0.603], [-3.229, 1.862, 1.011], [-3.789, 0.685, -3.110], [-5.214, 1.551, -5.128], [-8.830, 2.382, -2.804], [-7.585, 1.668, -0.600], [-4.321, -1.391, -1.278], [-3.378, -1.196, 0.292], [-6.625, -1.947, -1.347], [-7.503, -2.863, -0.007], [-7.486, -0.983, 0.000], [-4.984, -3.848, -0.637], [-3.827, -3.429, 0.833], [-5.509, -4.081, 1.173], [-5.780, 1.166, 4.044], [-7.260, 0.443, 3.241], [-6.189, -0.599, 4.442], [-3.668, -0.598, 3.919], [-2.896, -0.339, 2.203], [-3.624, 1.096, 3.211], [-5.345, 1.869, 1.579], [-6.749, 0.746, 1.072], [2.389, 2.061, 0.642], [4.465, 0.534, 1.088]],
  "forces_ev_per_angstrom": [[-1.0, 0.1, -0.6], [0.9, 0.0, 1.7], [0.2, -0.4, -0.5], [0.2, -0.2, -1.0], [0.1, 0.2, 0.6], [-0.1, 1.2, -1.9], [0.7, -1.3, 0.9], [-1.1, 0.2, -0.5], [-3.4, 2.5, 0.2], [-3.0, 1.1, 2.6], [0.6, -1.5, 3.3], [3.6, -2.1, -0.6], [1.3, -1.6, 1.7], [-1.5, 0.8, -0.1], [1.0, 0.9, 1.2], [0.7, -1.2, 1.6], [0.1, -0.2, 0.7], [-0.3, 0.5, -1.4], [0.3, 0.0, 0.5], [-2.2, 1.2, -4.0], [-4.0, 1.2, 1.4], [0.7, -0.5, 1.3], [1.6, -1.0, 3.6], [3.6, -1.2, 0.8], [1.1, -0.3, -1.0], [-0.5, -0.4, 0.3], [1.1, -2.2, -2.4], [0.6, 0.3, -0.6], [-0.3, 0.7, 1.2], [-2.9, 1.5, -1.8], [2.0, -0.2, 0.6], [-0.6, 1.9, 1.7], [0.6, 1.1, -0.2], [-0.8, 0.0, 0.7], [0.4, -0.5, 0.2], [2.2, -0.8, -2.4], [-0.1, 0.9, -3.6], [1.0, 1.1, -0.1], [-0.4, -0.3, 1.8], [-1.2, 0.3, -1.1], [1.2, -0.8, 0.8], [0.3, 1.6, 0.7], [-0.1, 0.2, -1.9], [-0.8, 1.6, -0.6], [-1.3, -0.9, 0.6], [1.2, -0.9, -0.7], [-1.7, -0.7, 0.1], [0.7, -1.4, -1.1], [-0.8, -1.3, -0.5], [-1.3, 1.1, -0.4], [0.3, 0.5, 1.5], [1.7, 0.3, -0.9], [0.6, -0.1, 1.7], [-1.1, 1.2, 0.3], [-1.0, 0.2, 1.5], [0.1, -0.7, 2.0], [1.2, -1.3, 0.4], [-0.8, -0.9, -1.0], [-1.0, 1.1, -0.2], [0.6, -0.2, -1.6], [-0.9, 0.7, -1.4], [0.0, 1.2, 1.0], [0.6, -1.5, 0.9], [-0.3, -0.7, -1.4], [-1.8, 0.7, 0.1], [-1.1, 0.0, 1.8], [2.0, -0.7, -0.2], [1.0, -0.2, -1.8], [-0.1, 0.7, 1.5], [-1.4, 0.6, -0.7], [-0.5, 0.2, 1.8], [0.9, 1.4, 0.0], [0.7, -1.4, -0.3], [0.2, 0.6, 1.5], [-1.4, -0.2, -0.9], [0.9, 0.9, -1.4], [-0.6, -1.5, -0.6], [1.7, -0.8, 0.7], [-0.2, 1.0, -1.3], [0.2, 0.7, -1.7], [-1.1, 0.5, 1.0], [0.0, -1.8, -0.7], [-0.7, -1.4, -0.5], [1.6, 0.2, 0.0], [1.1, -0.4, -1.3], [-0.2, 0.8, -1.9]],
  "multiplicity": 2,
  "e_lumo_ev": [0.3, -0.4],
  "total_charge": 0,
  "s2": 0.7542,
  "gap_ev": [8.304, 7.639],
  "homo_ev": [-8.027, -8.027]
}